Entry 1:
Here is 2 unconnected molecules or ions with the total composition C4H3F2IN2 from the Open Molecules 2025 dataset. Energies are from wB97M-V/def2-TZVPD.

Structure (ORCA input):
```
! wB97M-V def2-TZVPD RIJCOSX def2/J DEFGRID3
* xyz 0 1
C 1.642 -0.161 -0.818
C 0.590 0.759 -0.758
C 1.285 -1.012 0.228
C 3.317 -3.078 0.380
N 0.147 -0.769 0.803
N -0.307 0.325 0.229
F 2.922 -4.110 -0.285
F 3.619 -3.290 1.680
I 4.896 -1.960 -0.567
H 2.674 -0.059 -1.191
H 0.463 1.795 -1.207
H -1.220 0.637 0.259
*
```

Its gap between HOMO and LUMO (alpha / beta) is 0.309 / 0.321 Ha. As for the HOMO energy (alpha / beta): -8.89 / -9.46 eV. The calculation puts the LUMO energy (alpha / beta) at -0.5 / -0.7 eV. The calculation puts the energy relative to the best compared isomer or geometry (same formula, charge and spin) at 363.8 kJ/mol.

Atom charges from the Mulliken analysis, given in e for atoms 1 to 2: atom 1 (C): -0.127, atom 2 (C): -0.447

Entry 2:
Here is 2 unconnected molecules or ions with the total composition C10H18BN2O2 from the Open Molecules 2025 dataset. Energies are from wB97M-V/def2-TZVPD.

Structure (ORCA input):
```
! wB97M-V def2-TZVPD RIJCOSX def2/J DEFGRID3
* xyz 1 1
C -4.191 -3.595 0.159
N -3.248 -2.565 -0.354
C -2.666 -2.739 -1.547
C -1.798 -1.781 -2.037
C -1.521 -0.639 -1.295
B -0.536 0.509 -1.857
N 0.017 0.476 -3.163
O -0.211 1.560 -1.025
C -2.129 -0.507 -0.050
C -2.992 -1.492 0.398
H -4.589 -4.131 -0.691
H -5.017 -3.091 0.644
H -3.658 -4.251 0.832
H -2.905 -3.617 -2.119
H -1.357 -1.948 -3.004
H -0.446 -0.162 -3.798
H -0.046 1.397 -3.585
H -1.026 1.900 -0.641
H -1.934 0.347 0.574
H -3.479 -1.395 1.352
C 4.379 1.670 1.783
C 3.466 1.848 0.572
C 2.090 1.854 1.223
O 2.260 2.409 2.526
C 3.655 2.492 2.840
H 5.401 2.004 1.616
H 4.408 0.618 2.078
H 3.660 2.811 0.095
H 3.576 1.069 -0.181
H 1.698 0.834 1.331
H 1.365 2.447 0.671
H 3.957 3.544 2.800
H 3.818 2.124 3.852
*
```

Its gap between HOMO and LUMO is 0.240 Ha. As for the HOMO energy: -11.19 eV. The calculation puts the LUMO energy at -4.7 eV.

Atom charges from the Mulliken analysis, given in e for atoms 1 to 2: atom 1 (C): -0.960, atom 2 (N): 0.053

Entry 3:
Here is a single C5H3NO molecule from the Open Molecules 2025 dataset. Energies are from wB97M-V/def2-TZVPD.

Structure (ORCA input):
```
! wB97M-V def2-TZVPD RIJCOSX def2/J DEFGRID3
* xyz 0 1
N -2.683 1.904 -0.521
C -1.683 1.363 -0.290
C -0.491 0.621 -0.129
C -0.047 -0.423 -0.858
C 0.947 -1.060 -0.077
C 1.174 -0.229 0.990
O 0.294 0.795 0.974
H -0.400 -0.855 -1.781
H 0.639 -2.085 -0.062
H 1.906 -0.155 1.787
*
```

Its gap between HOMO and LUMO is 0.360 Ha. As for the HOMO energy: -9.42 eV. The calculation puts the LUMO energy at 0.4 eV. The SMILES is N#Cc1ccco1. The calculation puts the energy relative to the best compared isomer or geometry (same formula, charge and spin) at 132.5 kJ/mol.

Atom charges from the Mulliken analysis, given in e for atoms 1 to 2: atom 1 (N): -0.413, atom 2 (C): 0.135